# 1
118
Properties=species:S:1:pos:R:3:lowdin_charge:R:1 method="wB97M-V/def2-TZVPD" smiles=c1ccncc1.c1ccncc1.CCCC#N.CCCC#N.CCCC#N.CCCC#N.CCCC#N.CCCC#N.CCCC#N.CCCC#N largest_force_ev_per_a=3.78 energy_ha=-2187.3511 spin_multiplicity=1 gap_ev=9.887 de_lowest_kj_mol=0.0
N 2.277 2.330 -6.097 0.043
C 2.833 3.374 -6.790 -0.133
C 2.087 4.486 -7.172 -0.079
C 0.723 4.510 -6.877 -0.076
C 0.154 3.397 -6.241 -0.077
C 0.972 2.369 -5.798 -0.161
H 3.881 3.206 -6.991 0.096
H 2.461 5.367 -7.674 0.096
H 0.076 5.345 -7.107 0.099
H -0.913 3.356 -6.077 0.091
H 0.516 1.474 -5.401 0.099
N 6.233 6.657 -1.166 0.056
C 5.309 6.074 -0.297 -0.129
C 4.170 5.374 -0.679 -0.088
C 4.047 5.122 -2.018 -0.100
C 4.920 5.649 -2.984 -0.079
C 6.008 6.372 -2.515 -0.142
H 5.521 6.251 0.747 0.094
H 3.407 4.938 -0.052 0.102
H 3.188 4.559 -2.352 0.099
H 4.866 5.423 -4.038 0.093
H 6.700 6.783 -3.235 0.091
C -1.265 -1.332 9.120 -0.128
C -2.232 -0.570 8.214 -0.232
C -2.856 -1.599 7.220 -0.182
C -3.726 -1.107 6.134 -0.235
N -4.449 -0.776 5.276 0.114
H -0.712 -2.125 8.618 0.071
H -1.784 -1.821 9.945 0.071
H -0.560 -0.643 9.585 0.071
H -1.677 0.246 7.751 0.106
H -2.923 -0.072 8.893 0.107
H -3.556 -2.279 7.705 0.119
H -2.147 -2.207 6.658 0.118
C -2.366 4.479 3.577 -0.104
C -2.689 3.428 2.506 -0.255
C -4.046 3.603 1.907 -0.210
C -4.311 4.934 1.433 -0.265
N -4.544 5.999 1.062 0.145
H -2.477 5.494 3.195 0.068
H -1.346 4.366 3.943 0.070
H -2.992 4.415 4.467 0.074
H -2.569 2.408 2.871 0.111
H -1.955 3.588 1.716 0.110
H -4.799 3.311 2.639 0.130
H -4.266 3.128 0.951 0.124
C -0.294 -0.896 -0.453 -0.111
C 1.183 -0.667 -0.208 -0.271
C 1.573 -0.219 1.182 -0.183
C 0.869 -0.904 2.328 -0.218
N 0.282 -1.442 3.146 0.126
H -0.297 -1.235 -1.489 0.070
H -0.936 -0.016 -0.414 0.077
H -0.687 -1.740 0.113 0.073
H 1.603 0.013 -0.949 0.112
H 1.657 -1.622 -0.433 0.110
H 1.463 0.856 1.323 0.112
H 2.648 -0.331 1.326 0.106
C 5.200 -1.062 5.175 -0.093
C 6.635 -1.020 4.546 -0.247
C 6.664 -0.317 3.211 -0.210
C 6.279 1.109 3.260 -0.233
N 5.988 2.213 3.349 0.138
H 4.676 -0.108 5.245 0.069
H 5.341 -1.437 6.188 0.064
H 4.582 -1.777 4.632 0.066
H 7.160 -1.975 4.528 0.110
H 7.223 -0.396 5.219 0.105
H 6.215 -0.812 2.350 0.118
H 7.711 -0.315 2.908 0.113
C -5.320 -4.075 -0.176 -0.093
C -5.418 -3.751 1.375 -0.225
C -6.009 -4.950 2.094 -0.228
C -5.267 -6.207 2.074 -0.223
N -4.609 -7.185 2.002 0.129
H -6.301 -4.281 -0.604 0.068
H -4.676 -4.937 -0.352 0.063
H -4.903 -3.234 -0.729 0.061
H -6.039 -2.862 1.489 0.104
H -4.470 -3.459 1.828 0.109
H -7.047 -5.230 1.915 0.120
H -6.087 -4.630 3.133 0.114
C 1.307 -3.274 -5.938 -0.109
C 1.763 -4.544 -6.726 -0.249
C 1.060 -5.834 -6.284 -0.189
C 1.031 -5.912 -4.808 -0.227
N 0.989 -5.990 -3.631 0.134
H 0.242 -3.060 -6.030 0.073
H 1.889 -2.423 -6.292 0.068
H 1.527 -3.353 -4.873 0.059
H 2.845 -4.647 -6.647 0.107
H 1.518 -4.318 -7.764 0.101
H 1.499 -6.686 -6.804 0.116
H 0.005 -5.756 -6.546 0.115
C -5.764 6.349 -6.663 -0.098
C -4.859 5.853 -5.517 -0.261
C -5.172 4.403 -5.136 -0.210
C -4.347 3.818 -4.043 -0.215
N -3.676 3.284 -3.243 0.119
H -6.771 6.563 -6.307 0.076
H -5.747 5.684 -7.526 0.073
H -5.309 7.305 -6.924 0.070
H -5.053 6.475 -4.643 0.111
H -3.779 5.871 -5.662 0.105
H -5.070 3.732 -5.989 0.116
H -6.207 4.323 -4.803 0.117
C 2.457 -6.353 4.204 -0.144
C 2.002 -7.091 3.041 -0.283
C 1.617 -6.174 1.868 -0.176
C 2.793 -5.582 1.210 -0.229
N 3.706 -5.122 0.637 0.125
H 3.493 -6.032 4.313 0.081
H 2.296 -6.964 5.092 0.078
H 1.867 -5.444 4.319 0.080
H 1.142 -7.674 3.370 0.115
H 2.797 -7.779 2.754 0.117
H 1.026 -5.330 2.223 0.115
H 1.103 -6.698 1.062 0.121

=====

# 2
128
Properties=species:S:1:pos:R:3:lowdin_charge:R:1 method="wB97M-V/def2-TZVPD" smiles="O=C1C=C(O)C(=O)C=C1O.O=C1C=C(O)C(=O)C=C1O.CC(C)=O.CC(C)=O.CC(C)=O.CC(C)=O.CC(C)=O.CC(C)=O.CC(C)=O.CC(C)=O.CC(C)=O.CC(C)=O" largest_force_ev_per_a=14.70 energy_ha=-2994.7381 spin_multiplicity=1 gap_ev=6.296 de_lowest_kj_mol=2125.1
C 5.475 0.822 -3.637 0.140
C 5.446 2.299 -3.403 -0.107
C 4.213 2.992 -3.236 -0.384
O 4.190 4.195 -2.976 0.092
C 2.977 2.257 -3.186 0.122
C 3.011 0.821 -3.613 -0.099
C 4.250 0.093 -3.762 -0.394
O 4.228 -1.105 -3.862 0.150
O 1.894 0.117 -3.895 0.137
O 6.606 3.041 -3.294 0.176
H 6.383 0.287 -3.718 0.112
H 2.160 2.716 -3.140 0.007
H 1.113 0.446 -3.770 -0.037
H 6.461 3.775 -3.608 -0.042
C 4.848 -5.176 1.724 0.083
C 3.627 -4.241 1.683 -0.096
C 2.248 -4.865 2.014 -0.379
O 1.256 -4.198 1.982 0.107
C 2.224 -6.271 2.370 0.070
C 3.379 -7.140 2.557 -0.122
C 4.743 -6.536 2.182 -0.389
O 5.754 -7.214 2.331 0.069
O 3.327 -8.530 2.762 0.036
O 3.711 -2.927 1.284 0.057
H 5.870 -4.843 1.481 0.118
H 1.164 -6.655 2.276 0.128
H 4.276 -8.873 2.554 0.153
H 2.717 -2.637 1.286 0.120
C -4.587 0.815 1.676 -0.043
C -3.979 1.675 2.741 -0.444
O -2.758 1.764 2.995 0.010
C -4.994 2.395 3.670 0.015
H -5.183 0.057 1.956 0.030
H -3.785 0.586 0.741 0.156
H -5.211 1.488 1.115 0.054
H -4.773 2.135 4.745 0.115
H -5.836 2.426 3.395 -0.063
H -4.676 3.521 3.769 0.132
C 0.968 5.382 -3.258 -0.021
C 0.520 4.846 -1.927 -0.522
O 0.099 3.753 -1.742 0.051
C 0.761 5.872 -0.755 -0.024
H 1.052 4.451 -3.846 0.085
H 1.956 5.939 -3.247 0.108
H 0.350 6.182 -3.552 0.065
H 1.795 6.260 -0.796 0.069
H 0.462 5.346 0.266 0.121
H 0.135 6.730 -1.072 0.078
C -4.730 3.846 -1.568 -0.025
C -4.286 4.075 -0.104 -0.494
O -5.207 4.105 0.820 -0.004
C -2.954 4.275 0.141 -0.076
H -4.760 2.805 -2.003 0.090
H -4.113 4.412 -2.193 0.041
H -5.830 3.919 -1.679 0.094
H -2.481 5.120 -0.637 0.145
H -2.420 3.224 -0.114 0.143
H -2.388 4.639 1.109 0.131
C -4.294 -3.892 3.931 -0.005
C -3.768 -2.615 4.655 -0.505
O -4.237 -2.211 5.633 0.101
C -2.845 -1.687 3.744 -0.001
H -4.318 -4.628 4.591 0.004
H -3.493 -4.324 3.140 0.109
H -5.252 -3.466 3.553 0.103
H -2.394 -1.001 4.461 0.057
H -3.518 -1.074 2.793 0.156
H -2.073 -2.326 3.511 0.015
C -2.022 1.067 -6.083 -0.036
C -1.607 1.545 -4.763 -0.451
O -0.707 0.907 -4.206 0.033
C -2.374 2.653 -4.038 0.018
H -1.159 0.456 -6.518 0.112
H -2.420 1.730 -7.032 0.146
H -2.948 0.608 -5.749 0.086
H -2.178 2.636 -3.016 0.048
H -3.458 2.370 -4.026 0.109
H -2.041 3.482 -4.354 0.013
C 0.417 0.809 3.509 0.028
C 0.734 0.313 4.937 -0.465
O 0.409 -0.758 5.317 0.079
C 1.584 1.202 5.832 -0.010
H -0.087 -0.156 3.010 0.129
H 1.173 0.804 3.015 -0.057
H -0.131 1.690 3.570 0.061
H 1.193 2.059 6.318 0.063
H 2.316 1.620 5.206 0.050
H 2.027 0.570 6.662 0.106
C -0.513 -1.483 0.419 -0.018
C 0.684 -0.563 0.267 -0.457
O 1.724 -0.685 0.876 0.042
C 0.656 0.573 -0.829 0.008
H -0.411 -2.173 1.418 0.135
H -0.492 -2.241 -0.359 0.059
H -1.395 -0.868 0.248 0.073
H 1.457 0.774 -1.314 -0.030
H -0.240 1.380 -0.560 0.151
H 0.118 0.023 -1.628 0.066
C 3.781 5.146 1.510 -0.009
C 3.457 3.653 1.560 -0.383
O 3.659 2.993 2.668 -0.004
C 3.097 2.894 0.354 0.001
H 3.098 5.700 2.099 0.079
H 3.860 5.647 0.581 0.056
H 4.767 5.259 1.764 0.055
H 2.081 3.235 0.124 0.095
H 2.786 1.986 0.703 0.045
H 3.991 3.041 -0.135 0.082
C -1.479 -5.858 0.862 -0.023
C -2.690 -5.049 0.570 -0.394
O -2.662 -3.831 0.867 -0.007
C -4.075 -5.748 0.147 0.012
H -0.592 -5.544 0.310 0.084
H -1.517 -6.803 0.511 0.042
H -1.116 -5.697 1.874 0.089
H -4.967 -5.225 0.362 0.047
H -3.955 -6.472 0.756 -0.021
H -4.211 -5.856 -1.083 0.155
C 1.588 -3.117 -2.292 -0.036
C 0.276 -3.561 -2.982 -0.497
O -0.493 -4.354 -2.461 0.048
C 0.146 -2.878 -4.316 -0.035
H 2.550 -3.632 -2.904 0.160
H 1.745 -3.345 -1.231 0.054
H 1.943 -2.067 -2.357 0.053
H -0.751 -2.252 -4.308 0.077
H -0.259 -3.693 -5.021 0.110
H 1.111 -2.390 -4.685 0.100

=====

# 3
125
Properties=species:S:1:pos:R:3:lowdin_charge:R:1 method="wB97M-V/def2-TZVPD" total_charge=+1 largest_force_ev_per_a=1.15 energy_ha=-6504.6539 spin_multiplicity=1 gap_ev=7.633
In -1.205 -0.101 0.183 0.642
C -1.762 -2.545 -4.534 0.003
C -1.275 -2.633 -3.128 -0.246
C -0.326 -3.486 -2.598 0.049
C -0.230 -3.163 -1.246 -0.242
N -1.079 -2.162 -0.963 0.037
N -1.720 -1.855 -2.132 0.022
B -2.999 -0.989 -2.106 -0.522
N -3.743 -1.254 -0.768 0.045
N -3.231 -1.007 0.487 0.056
C -4.115 -1.484 1.375 -0.209
C -5.199 -2.032 0.691 0.050
C -4.925 -1.880 -0.652 -0.241
C -5.762 -2.307 -1.811 -0.008
C -3.964 -1.392 2.876 -0.526
C -3.099 -2.565 3.358 -0.047
C -5.338 -1.526 3.542 -0.051
C -3.390 -0.028 3.268 -0.034
N -2.684 0.519 -2.244 0.030
N -2.506 1.235 -1.090 0.055
C -2.772 2.516 -1.369 -0.206
C -3.073 2.628 -2.732 0.051
C -3.026 1.350 -3.245 -0.243
C -3.289 0.895 -4.639 0.002
C -2.839 3.642 -0.369 -0.527
C -1.629 4.558 -0.591 -0.049
C -4.128 4.437 -0.630 -0.039
C -2.897 3.114 1.062 -0.049
C 0.593 -3.878 -0.206 -0.532
C 1.390 -5.012 -0.853 -0.048
C -0.343 -4.458 0.860 -0.022
C 1.579 -2.905 0.427 -0.089
H -1.419 -3.413 -5.093 0.088
H -1.370 -1.651 -5.023 0.085
H -2.849 -2.505 -4.585 0.076
H 0.208 -4.254 -3.130 0.116
H -3.712 -1.314 -3.000 0.109
H -6.084 -2.472 1.114 0.118
H -6.675 -2.767 -1.440 0.087
H -5.239 -3.033 -2.434 0.089
H -6.035 -1.460 -2.440 0.090
H -3.648 -3.501 3.241 0.095
H -2.847 -2.447 4.414 0.094
H -2.178 -2.655 2.791 0.007
H -5.783 -2.503 3.353 0.083
H -6.028 -0.756 3.193 0.096
H -5.226 -1.418 4.622 0.094
H -2.453 0.204 2.761 0.023
H -3.198 0.008 4.341 0.101
H -4.098 0.764 3.020 0.093
H -3.337 3.522 -3.270 0.121
H -3.689 1.721 -5.222 0.088
H -4.001 0.072 -4.667 0.078
H -2.368 0.558 -5.116 0.084
H -1.679 5.020 -1.579 0.089
H -0.697 3.997 -0.520 0.058
H -1.614 5.353 0.157 0.078
H -4.125 4.907 -1.614 0.079
H -4.221 5.228 0.116 0.092
H -5.007 3.795 -0.559 0.096
H -1.976 2.613 1.340 0.031
H -3.730 2.416 1.175 0.087
H -3.051 3.944 1.754 0.098
H 0.734 -5.747 -1.321 0.091
H 1.976 -5.526 -0.089 0.092
H 2.079 -4.632 -1.610 0.088
H -0.968 -5.248 0.439 0.097
H -1.007 -3.688 1.256 0.053
H 0.234 -4.880 1.685 0.096
H 2.188 -2.432 -0.344 0.051
H 2.227 -3.427 1.134 0.103
H 1.070 -2.110 0.960 -0.016
Cl 0.706 2.089 7.093 0.693
C 0.444 1.859 5.397 -0.671
C 0.263 0.585 4.896 -0.118
C 0.055 0.442 3.537 -0.550
Cl -0.097 -1.155 2.881 0.846
C -0.031 1.503 2.628 -0.481
O -0.235 1.336 1.334 -0.284
C 0.208 2.770 3.193 -0.564
Cl 0.273 4.159 2.166 0.795
C 0.432 2.951 4.546 -0.120
H 0.295 -0.280 5.543 0.114
H 0.601 3.947 4.930 0.111
C 3.671 1.620 2.290 -0.069
C 4.246 0.495 1.424 -0.591
C 3.695 -0.831 1.960 -0.072
C 5.790 0.503 1.577 -0.069
Si 3.995 0.699 -0.432 1.024
Br 0.950 0.300 -1.346 0.436
C 4.697 -0.623 -1.594 -0.600
C 3.823 -0.885 -2.829 -0.108
C 6.035 0.021 -2.051 -0.078
C 5.044 -1.976 -0.960 -0.081
C 3.748 2.456 -1.098 -0.621
C 3.532 2.535 -2.614 -0.097
C 5.070 3.189 -0.746 -0.076
C 2.599 3.217 -0.418 -0.123
H 3.928 1.406 3.332 0.102
H 2.584 1.672 2.223 0.070
H 4.084 2.599 2.051 0.076
H 4.046 -0.957 2.988 0.104
H 4.021 -1.698 1.392 0.057
H 2.605 -0.819 1.980 0.051
H 6.015 0.438 2.645 0.102
H 6.253 1.420 1.207 0.078
H 6.269 -0.348 1.094 0.067
H 3.607 0.016 -3.399 0.064
H 2.874 -1.348 -2.562 0.029
H 4.367 -1.573 -3.483 0.095
H 5.903 0.976 -2.558 0.060
H 6.504 -0.660 -2.766 0.102
H 6.738 0.158 -1.226 0.083
H 4.170 -2.502 -0.584 0.054
H 5.775 -1.898 -0.157 0.073
H 5.488 -2.602 -1.739 0.098
H 4.343 2.097 -3.194 0.067
H 3.479 3.593 -2.887 0.096
H 2.591 2.072 -2.909 0.048
H 5.949 2.747 -1.219 0.076
H 5.245 3.247 0.329 0.068
H 4.988 4.215 -1.114 0.099
H 1.630 2.767 -0.615 0.007
H 2.594 4.232 -0.828 0.099
H 2.722 3.309 0.656 0.039